[1]
# C11H21FN2O3

A cluster of 3 separate species, C11H21FN2O3 in total (wB97M-V/def2-TZVPD, the OMol25 dataset).

Output
**Net charge**: 0
**Calculated total energy**: -23587.4202 eV
**LUMO level**: 0.8 eV
**SMILES string**: NC[C@@H]1CNC(=O)[C@@H]1F.CC(C)=O.CC(C)=O
**HOMO level**: -0.3249 Ha
**Multiplicity**: 1
**Molar mass**: 248.30 g mol⁻¹

Structure (XYZ):
```
38
Properties=species:S:1:pos:R:3:nbo_charge:R:1
N -0.678 1.231 -1.481 -0.848
C -0.173 -0.073 -1.021 -0.225
C -0.052 -0.221 0.467 -0.265
C 0.639 0.859 1.297 -0.237
N 1.004 0.173 2.556 -0.623
C 0.792 -1.198 2.381 0.663
O 0.595 -1.988 3.210 -0.551
C 0.836 -1.376 0.853 0.111
F 2.167 -1.152 0.520 -0.362
H -1.597 1.112 -1.874 0.355
H -0.714 1.914 -0.736 0.370
H 0.793 -0.280 -1.465 0.188
H -0.845 -0.837 -1.375 0.211
H -0.981 -0.471 0.986 0.203
H 1.513 1.167 0.740 0.207
H 0.125 1.786 1.447 0.223
H 0.349 0.503 3.259 0.382
H 0.575 -2.340 0.463 0.193
C 0.378 5.228 -1.610 -0.721
C 1.085 4.618 -0.426 0.614
C 2.332 5.311 0.063 -0.721
O 0.672 3.612 0.108 -0.571
H -0.496 4.630 -1.858 0.238
H 0.060 6.244 -1.371 0.229
H 1.047 5.252 -2.471 0.235
H 2.095 6.331 0.370 0.231
H 3.079 5.339 -0.731 0.233
H 2.739 4.770 0.914 0.237
C -2.926 -5.192 -0.796 -0.721
C -1.592 -4.500 -0.653 0.602
C -0.615 -5.104 0.327 -0.722
O -1.325 -3.511 -1.298 -0.555
H -3.532 -4.663 -1.528 0.235
H -2.779 -6.220 -1.132 0.231
H -3.448 -5.198 0.162 0.231
H -0.381 -6.129 0.035 0.232
H -1.043 -5.104 1.330 0.238
H 0.304 -4.523 0.336 0.232
```

***

[2]
# C23H45N5O6S

A cluster of 4 separate species, C23H45N5O6S in total (wB97M-V/def2-TZVPD, the OMol25 dataset).

Output
**Net charge**: 0
**Calculated total energy**: -55137.9092 eV
**LUMO level**: -1.2 eV
**SMILES string**: Cc1c(CC(N)(N)N)c(O)c(CCCCOC=O)c2nsnc12.CC(C)O.CC(C)O.CC(C)O
**HOMO level**: -0.2905 Ha
**Multiplicity**: 1
**Molar mass**: 519.71 g mol⁻¹

Structure (XYZ):
```
80
Properties=species:S:1:pos:R:3:lowdin_charge:R:1
C 4.066 -2.771 1.070 -0.112
C 2.628 -2.127 0.610 -0.081
C 2.508 -0.548 0.176 -0.021
C 3.724 0.550 0.142 -0.096
C 4.860 0.297 -1.013 -0.574
N 4.317 -0.047 -2.383 0.043
N 5.610 1.637 -1.168 0.015
N 5.937 -0.715 -0.615 0.052
C 0.973 -0.023 -0.230 -0.066
O 0.674 1.380 -0.637 -0.096
C -0.360 -1.032 -0.186 -0.023
C -1.848 -0.446 -0.551 -0.169
C -2.732 -1.387 -1.565 -0.201
C -4.355 -1.326 -1.323 -0.171
C -4.916 0.098 -0.737 -0.206
O -4.413 1.297 -1.434 -0.128
C -4.045 2.328 -0.442 -0.146
O -4.809 2.700 0.597 -0.054
C -0.192 -2.604 0.263 -0.183
N -1.207 -3.717 0.429 -0.295
S -0.281 -5.102 0.962 0.844
N 1.403 -4.649 1.081 -0.286
C 1.320 -3.169 0.660 -0.188
H 4.760 -1.956 1.563 0.055
H 4.562 -3.273 0.110 0.091
H 3.853 -3.650 1.819 0.079
H 3.220 1.600 -0.095 0.121
H 4.237 0.560 1.209 0.105
H 4.207 -1.074 -2.534 0.074
H 3.459 0.495 -2.627 0.083
H 6.599 1.478 -1.458 0.070
H 5.095 2.279 -1.809 0.068
H 5.687 -1.682 -0.923 0.059
H 6.090 -0.655 0.422 0.069
H 0.868 1.975 0.147 0.095
H -2.442 -0.345 0.480 0.130
H -1.819 0.638 -1.051 0.112
H -2.534 -0.978 -2.666 0.122
H -2.422 -2.518 -1.585 0.096
H -4.628 -2.184 -0.542 0.131
H -4.983 -1.598 -2.302 0.104
H -6.103 0.131 -0.846 0.144
H -4.700 0.094 0.426 0.130
H -2.969 2.838 -0.528 0.151
C 6.486 -1.056 4.234 -0.064
C 5.765 0.281 4.176 -0.494
C 5.356 0.752 5.562 -0.063
O 4.604 0.155 3.359 -0.086
H 5.839 -1.833 4.656 0.085
H 6.763 -1.388 3.228 0.071
H 7.393 -0.989 4.843 0.083
H 6.414 1.030 3.709 0.144
H 4.669 0.039 6.031 0.083
H 4.827 1.709 5.503 0.082
H 6.229 0.873 6.211 0.082
H 4.021 -0.508 3.765 0.100
C 0.707 6.364 0.489 -0.064
C -0.133 5.099 0.425 -0.502
C -1.603 5.396 0.673 -0.054
O 0.333 4.173 1.403 -0.065
H 0.639 6.830 1.479 0.082
H 1.765 6.133 0.321 0.082
H 0.384 7.091 -0.262 0.082
H -0.013 4.627 -0.556 0.138
H -1.753 5.828 1.669 0.088
H -2.194 4.475 0.636 0.053
H -1.996 6.095 -0.073 0.087
H 0.230 4.583 2.278 0.097
C -8.976 -3.663 -3.350 -0.067
C -7.758 -2.754 -3.397 -0.503
C -7.025 -2.877 -4.723 -0.065
O -6.873 -3.096 -2.334 -0.079
H -8.685 -4.714 -3.457 0.081
H -9.487 -3.573 -2.385 0.081
H -9.685 -3.415 -4.146 0.081
H -8.069 -1.715 -3.243 0.140
H -6.665 -3.900 -4.878 0.083
H -6.144 -2.226 -4.738 0.076
H -7.676 -2.605 -5.560 0.081
H -6.592 -4.017 -2.463 0.099
```

***

[3]
# C4H7NO2

The molecule C4H7NO2 (wB97M-V/def2-TZVPD, the OMol25 dataset).

Output
**Net charge**: 0
**Calculated total energy**: -9844.3432 eV
**LUMO level**: 0.5 eV
**SMILES string**: C=NC[C@@H](O)C=O
**HOMO level**: -0.3656 Ha
**Multiplicity**: 1
**Molar mass**: 101.10 g mol⁻¹

Structure (XYZ):
```
14
Properties=species:S:1:pos:R:3:nbo_charge:R:1
C 1.630 0.205 -0.640 -0.028
N 1.132 -0.951 -0.727 -0.388
C -0.317 -0.924 -0.917 -0.275
C -1.021 -0.101 0.211 -0.019
O -1.244 -0.915 1.335 -0.702
C -0.221 1.092 0.765 0.396
O 0.621 0.906 1.627 -0.547
H 1.007 1.124 -0.794 0.121
H 2.637 0.417 -0.288 0.197
H -0.564 -0.560 -1.924 0.199
H -0.717 -1.942 -0.840 0.229
H -1.978 0.264 -0.182 0.188
H -0.472 -0.733 1.901 0.486
H -0.495 2.119 0.474 0.144
```

***

[4]
# C7H5N

The molecule C7H5N (wB97M-V/def2-TZVPD, the OMol25 dataset).

Output
**Net charge**: 0
**Calculated total energy**: -8823.8199 eV
**LUMO level (spin up / spin down)**: -0.8 / -0.8 eV
**SMILES string**: C#C/N=C\C=C=C=C
**HOMO level (spin up / spin down)**: -0.3223 / -0.3223 Ha
**Multiplicity**: 1
**Molar mass**: 103.12 g mol⁻¹

Structure (XYZ):
```
13
Properties=species:S:1:pos:R:3:nbo_charge:R:1
C -1.631 2.245 0.162 -0.278
C -1.842 1.045 0.064 0.140
N -2.345 -0.187 -0.261 -0.420
C -1.767 -1.285 -0.162 0.147
C -0.343 -1.608 0.111 -0.311
C 0.738 -0.856 0.090 0.026
C 1.706 -0.012 -0.096 0.030
C 2.861 0.545 -0.184 -0.405
H -1.404 3.221 0.396 0.227
H -2.352 -2.137 -0.380 0.178
H -0.357 -2.796 0.358 0.227
H 3.726 0.263 0.396 0.223
H 3.010 1.563 -0.495 0.217
```

***

[5]
# C5H6O

The molecule C5H6O (wB97M-V/def2-TZVPD, the OMol25 dataset).

Output
**Net charge**: 0
**Calculated total energy**: -7324.7916 eV
**LUMO level**: 0.9 eV
**SMILES string**: C#C[C@H]1CCO1
**HOMO level**: -0.3697 Ha
**Multiplicity**: 1
**Molar mass**: 82.10 g mol⁻¹

Structure (XYZ):
```
12
Properties=species:S:1:pos:R:3:nbo_charge:R:1
C 2.631 0.024 0.347 -0.218
C 1.516 0.101 -0.110 -0.050
C 0.204 0.067 -0.797 0.014
C -0.909 -0.717 -0.112 -0.435
C -1.317 0.511 0.624 -0.070
O -0.616 1.250 -0.708 -0.526
H 3.625 -0.036 0.740 0.237
H 0.388 -0.279 -1.820 0.210
H -1.647 -0.752 -0.923 0.222
H -0.858 -1.693 0.369 0.215
H -0.711 1.125 1.249 0.205
H -2.305 0.400 1.142 0.196
```

***

[6]
# C53H67BN8O9P

A cluster of 8 separate species, C53H67BN8O9P in total (wB97M-V/def2-TZVPD, the OMol25 dataset).

Output
**Net charge**: -1
**Calculated total energy**: -96360.0555 eV
**LUMO level**: 1.7 eV
**HOMO level**: -0.1521 Ha
**Multiplicity**: 1
**Molar mass**: 1001.95 g mol⁻¹

Structure (XYZ):
```
139
Properties=species:S:1:pos:R:3:lowdin_charge:R:1
C 7.183 -1.399 1.010 -0.088
C 6.792 -0.836 -0.397 -0.278
O 7.297 0.507 -0.475 -0.175
C 6.526 1.316 -1.382 -0.191
C 5.784 2.477 -0.638 -0.186
O 4.997 3.153 -1.618 -0.168
C 4.554 4.443 -1.170 -0.156
C 2.974 4.444 -1.148 -0.173
O 2.492 4.786 0.154 -0.181
C 1.126 5.203 0.143 -0.160
C 0.093 4.026 0.337 -0.297
O -1.079 3.988 -0.460 -0.325
P -0.703 3.008 -1.881 0.509
C -1.917 1.580 -1.482 -0.287
C -2.021 0.484 -2.622 -0.144
C -1.394 -0.861 -2.140 -0.414
O -0.595 -1.407 -2.882 0.056
N -1.773 -1.446 -0.852 0.079
C -2.876 -2.352 -1.125 -0.239
C -4.103 -2.240 -0.378 -0.018
C -5.232 -3.101 -0.647 -0.094
C -5.206 -4.106 -1.670 -0.100
C -3.962 -4.244 -2.401 -0.098
C -2.834 -3.394 -2.138 -0.021
O 0.483 2.072 -0.968 -0.284
C 0.685 2.522 0.371 -0.295
O -0.130 1.917 1.384 0.087
B 0.496 0.858 2.044 -0.747
O -0.350 -0.184 2.516 0.131
O 1.869 0.766 2.319 0.123
H 6.787 -2.429 1.184 0.074
H 8.297 -1.466 1.073 0.072
H 6.775 -0.692 1.768 0.077
H 5.678 -0.883 -0.471 0.123
H 7.215 -1.521 -1.174 0.103
H 5.805 0.686 -1.957 0.131
H 7.243 1.818 -2.083 0.120
H 6.525 3.132 -0.122 0.127
H 5.073 2.022 0.102 0.140
H 4.846 5.171 -1.969 0.119
H 4.966 4.736 -0.177 0.122
H 2.649 3.428 -1.488 0.128
H 2.561 5.194 -1.872 0.119
H 1.009 5.898 1.013 0.118
H 0.824 5.775 -0.767 0.113
H -0.275 4.195 1.387 0.131
H -1.848 3.690 -2.459 -0.019
H -0.291 2.535 -3.186 -0.024
H 0.214 4.113 -2.177 -0.010
H -1.544 1.043 -0.579 0.055
H -2.934 1.968 -1.227 0.061
H -3.104 0.352 -2.878 0.106
H -1.479 0.800 -3.538 0.085
H -0.975 -1.942 -0.449 0.132
H -4.221 -1.473 0.411 0.106
H -6.140 -2.965 -0.032 0.089
H -6.060 -4.758 -1.916 0.066
H -3.830 -5.014 -3.192 0.091
H -1.917 -3.534 -2.746 0.104
H 1.791 2.423 0.459 0.149
H -1.147 0.260 2.854 0.084
H 1.945 1.052 3.257 0.084
N -6.006 -7.099 -2.217 0.054
C -6.888 -7.757 -2.975 -0.141
C -6.646 -9.000 -3.538 -0.075
C -5.416 -9.595 -3.306 -0.086
C -4.484 -8.931 -2.525 -0.073
C -4.828 -7.692 -2.005 -0.151
H -7.835 -7.250 -3.131 0.105
H -7.401 -9.489 -4.142 0.072
H -5.187 -10.566 -3.729 0.102
H -3.513 -9.363 -2.322 0.100
H -4.134 -7.134 -1.385 0.105
N 2.379 3.007 4.536 0.062
C 3.086 3.949 3.903 -0.123
C 3.625 5.060 4.533 -0.059
C 3.416 5.208 5.894 -0.100
C 2.684 4.245 6.571 -0.090
C 2.192 3.170 5.850 -0.151
H 3.219 3.791 2.837 0.107
H 4.192 5.790 3.971 0.103
H 3.819 6.061 6.422 0.085
H 2.500 4.327 7.635 0.100
H 1.615 2.390 6.337 0.102
N 5.766 5.374 7.963 0.061
C 5.992 4.085 8.230 -0.141
C 6.914 3.642 9.166 -0.070
C 7.647 4.588 9.863 -0.086
C 7.431 5.931 9.602 -0.078
C 6.483 6.269 8.649 -0.148
H 5.397 3.382 7.656 0.103
H 7.054 2.583 9.342 0.102
H 8.379 4.282 10.602 0.103
H 7.984 6.700 10.125 0.099
H 6.276 7.308 8.412 0.103
N -3.801 3.253 5.222 0.039
C -4.766 3.887 4.550 -0.175
C -4.764 4.061 3.175 -0.078
C -3.697 3.554 2.450 -0.051
C -2.682 2.894 3.124 -0.045
C -2.782 2.770 4.501 -0.152
H -5.579 4.270 5.159 0.093
H -5.576 4.582 2.684 0.090
H -3.654 3.669 1.372 0.106
H -1.836 2.487 2.587 0.081
H -2.013 2.258 5.072 0.099
N 8.824 -2.008 -3.537 0.060
C 9.041 -0.712 -3.789 -0.139
C 10.261 -0.205 -4.212 -0.071
C 11.316 -1.084 -4.380 -0.090
C 11.116 -2.430 -4.123 -0.083
C 9.859 -2.836 -3.708 -0.157
H 8.184 -0.064 -3.639 0.098
H 10.379 0.854 -4.404 0.102
H 12.285 -0.725 -4.708 0.102
H 11.917 -3.148 -4.242 0.097
H 9.653 -3.881 -3.497 0.101
N -9.650 -10.555 -4.949 0.051
C -10.133 -10.645 -6.191 -0.149
C -10.681 -11.801 -6.724 -0.076
C -10.729 -12.932 -5.925 -0.085
C -10.233 -12.863 -4.634 -0.075
C -9.709 -11.657 -4.196 -0.153
H -10.071 -9.736 -6.780 0.105
H -11.060 -11.815 -7.737 0.101
H -11.149 -13.856 -6.305 0.104
H -10.252 -13.725 -3.980 0.101
H -9.311 -11.554 -3.192 0.105
N -4.696 4.318 -2.451 0.076
C -5.637 3.540 -2.990 -0.150
C -6.944 3.478 -2.530 -0.084
C -7.294 4.265 -1.444 -0.098
C -6.332 5.078 -0.867 -0.087
C -5.054 5.068 -1.408 -0.149
H -5.313 2.939 -3.834 0.104
H -7.667 2.829 -3.008 0.095
H -8.304 4.244 -1.053 0.098
H -6.566 5.706 -0.017 0.093
H -4.266 5.689 -0.994 0.108
```